Record 1
{"formula": "C5H14N3", "method": "ωB97M-V with the def2-TZVPD basis set", "species": ["N", "N", "N", "C", "C", "C", "C", "C", "H", "H", "H", "H", "H", "H", "H", "H", "H", "H", "H", "H", "H", "H"], "coordinates": [[-2.8577, 1.0622, -0.5356], [0.0409, 0.2631, 1.1527], [-2.8130, -1.0424, 0.4654], [2.3740, 0.0950, 0.9631], [0.9970, -0.0676, 0.1430], [0.8932, -1.5274, -0.5216], [-2.2503, 0.0944, 0.1170], [1.1313, 1.1437, -0.7807], [2.5230, -0.8079, 1.6707], [-3.6883, -1.5143, 0.1740], [2.3206, 0.9983, 1.4131], [1.4874, 0.7243, -1.7458], [-3.7475, 0.7477, -0.9095], [-2.2884, -1.6776, 1.0349], [-2.2508, 1.7764, -0.8603], [3.2557, 0.0630, 0.2553], [0.9997, -2.2404, 0.2773], [1.7358, -1.4188, -1.1739], [1.9331, 1.8866, -0.4694], [0.2341, 1.7006, -0.9271], [-0.1285, -1.5293, -0.8724], [0.0986, 1.2707, 1.1297]], "atomic_forces_ev_per_a": [[0.318, -2.239, 0.854], [-1.150, -1.475, -0.788], [0.000, -0.487, -0.133], [0.534, -5.241, -0.924], [1.033, 0.148, 0.720], [-0.318, 3.583, 2.125], [0.738, -0.320, 1.053], [1.971, -0.396, -1.751], [-0.333, 1.743, -0.825], [0.394, 1.202, -0.178], [0.291, 2.656, 1.864], [-0.324, 0.696, 0.197], [-0.132, 1.157, -0.554], [0.580, 0.038, 0.301], [-0.296, 0.874, -0.699], [-1.207, 0.135, 0.476], [0.291, -0.457, 0.035], [-0.038, -1.086, -0.966], [-1.069, -0.957, -0.159], [-0.859, 0.214, -0.297], [0.062, -0.502, -1.008], [-0.486, 0.713, 0.656]], "gap_ev": [7.643, 9.212], "e_lumo_ev": [-5.90, -4.95], "e_above_lowest_kj_mol": 549.8, "charge": 1}

Record 2
{"formula": "C5H14N3", "method": "ωB97M-V with the def2-TZVPD basis set", "species": ["N", "N", "N", "C", "C", "C", "C", "C", "H", "H", "H", "H", "H", "H", "H", "H", "H", "H", "H", "H", "H", "H"], "coordinates": [[-0.7374, -1.5249, -0.0832], [-1.7160, -0.5959, -0.3248], [-0.0035, -1.4371, -2.3279], [0.1760, -1.6759, -1.0442], [0.2072, 2.6414, 0.6616], [-0.7170, -2.2367, 1.2598], [1.3196, 1.6483, 0.3094], [1.9193, 0.8512, 1.1666], [2.5965, -0.0205, 0.9572], [-1.8311, -2.4092, 1.6579], [0.5447, 3.5171, 1.1237], [-1.4803, 0.3384, 0.0092], [1.5881, 1.6425, -0.6959], [-0.7825, -0.8766, -2.6620], [-2.6294, -0.9091, 0.0642], [-0.1962, -1.4463, 1.9956], [1.1480, -2.0559, -0.7029], [1.6636, 0.9729, 2.1633], [-0.1844, -3.1223, 1.1187], [-0.4568, 2.8924, -0.1920], [0.8690, -1.4522, -2.8739], [-0.4727, 2.1595, 1.3600]], "atomic_forces_ev_per_a": [[0.757, -0.548, 0.193], [-2.095, 0.082, -0.280], [1.301, 0.740, 0.081], [-0.705, -0.641, 1.597], [-0.765, -1.896, -0.813], [-1.217, 4.132, 1.313], [-0.992, 0.812, 0.452], [0.627, -1.557, -0.891], [-0.399, 1.399, -0.145], [2.553, 0.294, -1.254], [0.616, 1.423, 0.506], [0.173, -0.330, 0.195], [0.465, -0.206, -1.795], [0.056, -0.251, 0.133], [1.022, 0.418, -0.506], [-1.081, -2.135, -1.335], [-0.513, -0.295, -0.409], [-0.415, -0.056, 2.036], [0.783, -1.427, 0.218], [0.792, 0.010, 0.207], [-0.954, 0.048, 0.087], [-0.008, -0.016, 0.411]], "gap_ev": 9.579, "e_lumo_ev": -3.56, "e_above_lowest_kj_mol": 329.5, "charge": 1}

Record 3
{"formula": "C5H14N3O4", "method": "ωB97M-V with the def2-TZVPD basis set", "species": ["O", "O", "O", "O", "N", "N", "N", "C", "C", "C", "C", "C", "H", "H", "H", "H", "H", "H", "H", "H", "H", "H", "H", "H", "H", "H"], "coordinates": [[1.6221, 1.1271, -1.6500], [-0.4720, -0.8459, -1.4099], [3.2484, 0.2928, -0.1930], [-4.0404, 1.3974, 2.3357], [-3.2260, -0.2151, -1.2174], [0.3881, -0.3623, 1.3261], [-2.0040, 0.6943, 0.7082], [1.3144, -0.5689, 0.2633], [2.8727, -0.8580, 0.5518], [0.7017, -1.4273, -0.7989], [1.8851, 0.7463, -0.2891], [-2.6407, 0.2312, -0.2970], [1.5165, -1.7091, -1.4192], [3.4200, -1.8696, 0.2061], [-0.2384, -0.1888, -2.0038], [-3.4459, -0.5673, -2.0990], [0.7856, -0.1675, 2.1636], [2.4912, 1.2177, -2.0612], [-4.5462, 2.1878, 2.5801], [-0.1451, -1.2561, 1.4713], [1.7266, 1.5795, 0.3212], [-1.0107, 0.3478, 1.0433], [0.3593, -2.3674, -0.2569], [-2.4323, 1.0674, 1.5863], [-4.5865, 0.9521, 1.6892], [3.1262, -0.6188, 1.5624]], "atomic_forces_ev_per_a": [[-0.334, -0.602, 1.116], [0.107, -2.705, 2.386], [-0.706, 0.241, -0.639], [-0.074, 0.447, 0.289], [1.479, 1.563, 3.468], [-3.022, -2.359, -1.663], [0.232, -0.076, 0.955], [1.576, 0.698, -0.871], [-0.011, -1.811, -0.662], [-1.212, -0.979, 1.275], [1.521, -0.583, -2.327], [-0.539, -0.787, -1.145], [0.204, -0.212, -1.391], [-1.459, 2.248, 0.656], [1.259, 2.119, -1.869], [-0.397, -0.391, -1.255], [1.690, 0.977, 3.148], [-0.010, -0.020, -0.044], [0.241, -0.200, 0.047], [0.788, 0.907, 0.019], [-0.377, 1.429, 1.124], [0.161, -0.151, -1.393], [0.206, 0.892, -0.944], [-0.939, 0.093, -1.206], [-0.431, -0.202, -0.100], [0.049, -0.536, 1.027]], "gap_ev": 10.488, "e_lumo_ev": -2.87, "e_above_lowest_kj_mol": 156.9, "charge": 1}

Record 4
{"formula": "C5H14N4", "method": "ωB97M-V with the def2-TZVPD basis set", "species": ["N", "N", "N", "N", "C", "C", "C", "C", "C", "H", "H", "H", "H", "H", "H", "H", "H", "H", "H", "H", "H", "H", "H"], "coordinates": [[-1.7163, -0.7116, -0.3732], [1.9375, 0.0345, 0.1130], [-1.7364, -2.0426, 0.0598], [-0.8052, 1.3918, 0.2717], [-0.5839, 0.1731, 0.0780], [-3.0013, -0.0837, -0.5729], [2.2200, 0.5970, 1.4115], [2.2573, 0.9176, -0.9827], [0.5930, -0.7204, -0.0201], [1.6754, 1.8537, -1.0014], [-2.3205, -2.1550, 0.8897], [0.6403, -1.2255, -0.9853], [0.5902, -1.4355, 0.8035], [-2.8263, 0.9557, -0.8416], [1.6775, 1.5294, 1.6396], [2.0952, 0.3914, -1.9244], [-3.5559, -0.5787, -1.3768], [-3.6052, -0.1023, 0.3442], [1.9755, -0.1339, 2.1829], [0.0072, 1.9828, 0.4024], [-2.1219, -2.6441, -0.6664], [3.2877, 0.8215, 1.4791], [3.3161, 1.1846, -0.9307]], "atomic_forces_ev_per_a": [[0.629, 2.031, 0.287], [-1.351, -1.179, -0.213], [0.142, -0.182, 0.207], [-0.151, 0.262, 0.019], [-2.774, -2.823, -1.551], [-0.031, 0.145, 0.229], [-0.104, -0.022, -0.006], [-0.092, -0.082, -0.009], [3.874, 1.991, 1.004], [0.027, -0.017, -0.054], [0.009, 0.116, -0.091], [-0.275, -0.042, 0.234], [-0.099, -0.107, -0.295], [-0.121, -0.038, -0.011], [0.007, -0.046, 0.025], [-0.022, 0.075, -0.050], [0.109, -0.056, 0.103], [-0.092, 0.033, -0.038], [0.021, 0.033, 0.055], [0.184, -0.369, 0.064], [0.159, 0.281, 0.061], [-0.014, -0.022, 0.023], [-0.034, 0.016, 0.008]], "smiles": "[H]/N=C(\\CN(C)C)N(C)N", "gap_ev": 9.152, "e_lumo_ev": 0.96, "e_above_lowest_kj_mol": 191.5}